Record 1
Below is a molecular structure, C39H32Br2Cl2FHfN5O13PS2, with properties calculated with ωB97M-V/def2-TZVPD.

CARTESIAN COORDINATES (ANGSTROEM)
Hf (1.20, 0.72, -0.77)
Br (2.53, -4.05, -2.19)
C (0.77, -3.41, -1.95)
C (-0.31, -4.29, -2.08)
C (-1.60, -3.84, -1.95)
Br (-3.03, -5.05, -2.25)
C (-1.86, -2.48, -1.65)
C (-3.14, -1.89, -1.54)
C (-3.24, -0.55, -1.27)
C (-2.08, 0.21, -1.08)
N (-0.89, -0.31, -1.17)
C (-0.75, -1.63, -1.48)
C (0.59, -2.06, -1.70)
O (1.53, -1.16, -1.70)
H (-0.12, -5.33, -2.32)
H (-4.02, -2.50, -1.67)
H (-4.21, -0.07, -1.20)
H (-2.12, 1.27, -0.83)
O (5.36, -2.38, 2.94)
C (4.25, -2.97, 3.35)
O (4.24, -3.69, 4.33)
C (3.01, -2.73, 2.56)
C (1.83, -3.42, 2.75)
Cl (1.42, -4.63, 3.86)
N (0.92, -2.94, 1.86)
N (1.44, -1.96, 1.12)
C (2.69, -1.81, 1.52)
C (3.54, -0.77, 0.86)
O (4.76, -0.78, 1.06)
O (2.94, 0.10, 0.16)
C (-0.44, -3.34, 1.71)
C (-0.73, -4.66, 1.41)
C (-2.05, -5.06, 1.31)
C (-3.07, -4.13, 1.50)
C (-2.77, -2.81, 1.77)
C (-1.45, -2.40, 1.88)
H (5.18, -1.75, 2.18)
H (0.08, -5.37, 1.26)
H (-2.29, -6.09, 1.08)
H (-4.11, -4.45, 1.41)
H (-3.56, -2.08, 1.90)
H (-1.19, -1.37, 2.09)
Cl (1.72, 9.02, -2.04)
C (1.52, 7.34, -1.63)
C (2.65, 6.53, -1.52)
C (2.48, 5.20, -1.18)
C (1.21, 4.69, -0.97)
C (0.10, 5.50, -1.09)
C (0.25, 6.84, -1.41)
C (1.05, 3.25, -0.65)
O (0.00, 2.60, -0.93)
O (2.04, 2.62, -0.16)
H (3.63, 6.95, -1.69)
H (3.34, 4.54, -1.08)
H (-0.89, 5.08, -0.92)
H (-0.61, 7.50, -1.50)
F (-0.75, -2.92, -5.14)
C (0.49, -2.40, -5.26)
C (0.72, -1.12, -4.98)
N (1.98, -0.56, -5.11)
C (2.20, 0.85, -4.76)
C (1.77, 1.10, -3.33)
O (0.55, 1.04, -3.03)
O (2.62, 1.28, -2.43)
C (3.06, -1.31, -5.55)
O (4.17, -0.85, -5.72)
N (2.76, -2.63, -5.81)
C (1.54, -3.30, -5.71)
O (1.43, -4.47, -5.99)
H (-0.06, -0.46, -4.63)
H (1.63, 1.49, -5.44)
H (3.26, 1.04, -4.87)
H (3.55, -3.19, -6.10)
C (-3.84, 3.66, 2.36)
C (-3.66, 2.37, 1.58)
C (-4.37, 1.19, 2.23)
O (-2.29, 2.00, 1.33)
P (-0.99, 2.26, 2.23)
S (-0.35, 4.08, 2.21)
S (0.27, 0.76, 1.70)
O (-1.59, 1.82, 3.66)
C (-0.88, 1.48, 4.88)
C (-0.73, -0.03, 4.97)
C (0.44, 2.20, 5.05)
H (-4.90, 3.90, 2.40)
H (-3.30, 4.48, 1.89)
H (-3.46, 3.56, 3.38)
H (-4.07, 2.52, 0.57)
H (-3.97, 1.03, 3.23)
H (-4.20, 0.29, 1.64)
H (-5.44, 1.38, 2.29)
H (-1.57, 1.81, 5.66)
H (0.00, -0.40, 4.25)
H (-1.69, -0.53, 4.79)
H (-0.39, -0.30, 5.97)
H (1.15, 1.92, 4.27)
H (0.86, 1.93, 6.02)
H (0.30, 3.28, 5.00)

Summary:
Kohn-Sham gap = 7.5 eV
Total charge = -1
ΔE to the lowest compared entry with this formula, charge and spin = 0.000 eV
HOMO level = -5.9 eV
Maximum force = 0.610 eV/A

=====

Record 2
Below is a molecular structure, C39H33AsF3O5PPd in a non-equilibrium geometry, with properties calculated with ωB97M-V/def2-TZVPD.

CARTESIAN COORDINATES (ANGSTROEM)
Pd (-0.99, 0.40, 2.50)
O (-4.62, 0.98, 4.71)
C (-3.40, 1.20, 4.22)
O (-3.19, 1.48, 3.07)
C (-2.31, 1.16, 5.28)
O (-1.09, 0.67, 4.75)
C (-0.87, -0.72, 5.12)
C (-1.83, -1.68, 4.40)
O (-2.04, -2.76, 4.93)
O (-2.32, -1.23, 3.30)
H (-5.24, 1.03, 3.97)
H (-2.15, 2.20, 5.60)
H (-2.63, 0.57, 6.14)
H (0.15, -0.94, 4.83)
H (-0.96, -0.83, 6.20)
C (-0.59, 0.28, -0.97)
C (0.91, 0.55, -0.98)
As (1.63, 1.19, -2.70)
C (0.16, 2.41, -3.08)
C (0.26, 3.68, -2.51)
C (-0.76, 4.61, -2.63)
C (-1.91, 4.28, -3.35)
C (-2.02, 3.02, -3.93)
C (-0.99, 2.09, -3.80)
C (1.13, -0.33, -3.83)
C (1.02, -0.14, -5.20)
C (0.72, -1.20, -6.04)
C (0.55, -2.48, -5.52)
C (0.70, -2.68, -4.15)
C (0.99, -1.61, -3.32)
P (-1.18, -0.51, 0.56)
C (-0.45, -2.16, 0.51)
C (-0.78, -3.02, -0.55)
C (-0.21, -4.28, -0.63)
C (0.72, -4.69, 0.32)
C (1.06, -3.84, 1.36)
C (0.48, -2.58, 1.46)
C (-2.96, -0.68, 0.34)
C (-3.67, 0.47, 0.00)
C (-5.05, 0.43, -0.11)
C (-5.73, -0.76, 0.13)
C (-5.02, -1.90, 0.48)
C (-3.64, -1.86, 0.60)
H (-0.89, -0.40, -1.78)
H (-1.14, 1.21, -1.11)
H (1.49, -0.34, -0.70)
H (1.16, 1.32, -0.25)
H (1.16, 3.95, -1.96)
H (-0.67, 5.58, -2.18)
H (-2.71, 5.00, -3.45)
H (-2.91, 2.76, -4.49)
H (-1.10, 1.12, -4.25)
H (1.15, 0.85, -5.63)
H (0.63, -1.04, -7.11)
H (0.32, -3.31, -6.17)
H (0.58, -3.68, -3.74)
H (1.11, -1.80, -2.26)
H (-1.49, -2.71, -1.30)
H (-0.49, -4.94, -1.44)
H (1.16, -5.67, 0.25)
H (1.77, -4.15, 2.11)
H (0.74, -1.92, 2.27)
H (-3.16, 1.41, -0.16)
H (-5.60, 1.33, -0.37)
H (-6.81, -0.79, 0.04)
H (-5.55, -2.82, 0.69)
H (-3.10, -2.74, 0.93)
F (8.37, 1.35, 1.78)
C (7.58, 1.64, 0.73)
F (7.90, 2.87, 0.32)
F (7.93, 0.79, -0.26)
C (6.13, 1.50, 1.08)
C (5.26, 2.58, 0.96)
C (3.92, 2.42, 1.27)
C (3.43, 1.18, 1.69)
C (4.32, 0.11, 1.81)
C (5.66, 0.27, 1.51)
C (2.03, 1.00, 1.95)
C (0.85, 0.85, 2.17)
H (5.63, 3.54, 0.64)
H (3.23, 3.25, 1.18)
H (3.95, -0.85, 2.15)
H (6.34, -0.56, 1.61)

Summary:
Kohn-Sham gap = 8.1 eV
ΔE to the lowest compared entry with this formula, charge and spin = 1.123 eV
HOMO level = -8.4 eV
Maximum force = 1.020 eV/A

=====

Record 3
Below is a molecular structure, C39H33Br2O2P2Pt, with properties calculated with ωB97M-V/def2-TZVPD.

CARTESIAN COORDINATES (ANGSTROEM)
Pt (-0.13, 1.25, -0.24)
O (0.67, 3.29, 0.39)
C (-0.38, 4.20, 0.62)
C (-0.30, 5.54, 0.30)
C (-1.38, 6.37, 0.58)
C (-2.53, 5.86, 1.16)
C (-2.61, 4.50, 1.43)
C (-1.55, 3.65, 1.16)
P (-1.70, 1.83, 1.30)
C (-1.36, 1.40, 3.03)
C (-1.17, 2.38, 4.00)
C (-0.87, 2.00, 5.30)
C (-0.75, 0.66, 5.63)
C (-0.94, -0.32, 4.66)
C (-1.23, 0.05, 3.35)
C (-3.44, 1.47, 0.96)
C (-4.29, 0.95, 1.93)
C (-5.61, 0.67, 1.59)
C (-6.08, 0.91, 0.31)
C (-5.22, 1.44, -0.65)
C (-3.91, 1.71, -0.33)
C (1.91, 3.66, -0.17)
C (2.66, 4.66, 0.42)
C (3.88, 5.01, -0.14)
C (4.34, 4.35, -1.27)
C (3.60, 3.31, -1.81)
C (2.38, 2.92, -1.25)
P (1.52, 1.42, -1.86)
C (2.81, 0.17, -2.01)
C (2.57, -0.95, -2.81)
C (3.51, -1.97, -2.89)
C (4.69, -1.88, -2.17)
C (4.93, -0.78, -1.36)
C (3.99, 0.24, -1.27)
C (1.01, 1.87, -3.55)
C (1.86, 1.77, -4.64)
C (1.43, 2.20, -5.89)
C (0.16, 2.74, -6.04)
C (-0.69, 2.84, -4.95)
C (-0.27, 2.41, -3.70)
H (0.58, 5.95, -0.17)
H (-1.32, 7.42, 0.33)
H (-3.37, 6.51, 1.38)
H (-3.53, 4.08, 1.84)
H (-1.25, 3.43, 3.75)
H (-0.72, 2.76, 6.06)
H (-0.52, 0.36, 6.65)
H (-0.85, -1.37, 4.91)
H (-1.34, -0.70, 2.58)
H (-3.94, 0.76, 2.93)
H (-6.28, 0.25, 2.34)
H (-7.11, 0.69, 0.06)
H (-5.59, 1.63, -1.65)
H (-3.23, 2.11, -1.08)
H (2.29, 5.17, 1.31)
H (4.46, 5.80, 0.32)
H (5.29, 4.63, -1.71)
H (3.99, 2.76, -2.66)
H (1.65, -1.03, -3.38)
H (3.31, -2.83, -3.52)
H (5.43, -2.67, -2.24)
H (5.85, -0.71, -0.80)
H (4.19, 1.09, -0.64)
H (2.85, 1.35, -4.53)
H (2.09, 2.12, -6.74)
H (-0.17, 3.07, -7.02)
H (-1.68, 3.26, -5.07)
H (-0.93, 2.47, -2.85)
Br (2.07, -2.64, 0.77)
C (2.63, -1.54, 2.23)
Br (2.14, 0.32, 2.05)
H (3.71, -1.58, 2.30)
H (2.15, -1.90, 3.13)
C (-1.34, -0.81, -2.08)
C (-0.94, -0.52, -0.65)
O (-1.15, -1.30, 0.23)
H (-1.59, -1.87, -2.18)
H (-0.57, -0.52, -2.79)
H (-2.22, -0.21, -2.30)

Summary:
Kohn-Sham gap = 8.6 eV
Total charge = +1
HOMO level = -10.9 eV
Maximum force = 0.468 eV/A

=====

E, record by record: -10111.96727; -4886.74906; -7606.35951 Ha